# C6H8N4

One molecule with the formula C6H8N4 (ωB97M-V/def2-TZVPD, the OMol25 dataset).

Last columns: bonded neighbours and bond lengths (Å).
Cartesian coordinates (Å):
1 N 4.605 -1.217 -0.060  C7 1.181
2 N -0.181 -3.164 0.072  C8 1.318, H12 1.017, H14 1.004
3 N -0.440 -0.921 -0.004  N4 1.437, C5 1.382, C8 1.333
4 N -1.865 -1.104 -0.061  N3 1.437, H11 1.018, H15 1.019
5 C 0.028 0.379 0.003  N3 1.382, C9 1.381, H13 1.081
6 C 2.404 -0.071 0.014  C7 1.302, C9 1.352
7 C 3.568 -0.654 -0.030  N1 1.181, C6 1.302
8 C 0.378 -1.971 0.065  N2 1.318, N3 1.333
9 C 1.351 0.776 0.036  C5 1.381, C6 1.352, C10 1.517
10 C 1.633 2.265 0.065  C9 1.517, H16 1.087, H17 1.089, H18 1.088
11 H -2.319 -0.461 0.585  N4 1.018
12 H -1.190 -3.292 0.067  N2 1.017
13 H -0.743 1.136 -0.008  C5 1.081
14 H 0.402 -3.977 0.147  N2 1.004
15 H -2.205 -0.912 -1.003  N4 1.019
16 H 2.594 2.455 0.534  C10 1.087
17 H 1.665 2.660 -0.949  C10 1.089
18 H 0.857 2.791 0.618  C10 1.088

- HOMO-LUMO gap (alpha / beta) (eV) = 6.4 / 7.0
- ΔE to the lowest compared entry with this formula, charge and spin (eV) = 5.823

Here are the natural (NBO) charges for atoms 1 to 6, given in e: -0.29, -0.78, -0.30, -0.69, 0.04, 0.07

=====

# C21H31N2O5

A 2-piece molecular cluster, C21H31N2O5 overall (ωB97M-V/def2-TZVPD, the OMol25 dataset).

Last columns: bonded neighbours and bond lengths (Å).
Cartesian coordinates (Å):
1 O 2.472 0.727 0.455  C28 1.351
2 O -5.570 -3.722 1.092  C15 1.487, H43 1.022
3 O -6.069 -1.887 2.582  C15 1.345
4 O -0.033 0.371 5.007  C10 1.348
5 O -0.673 0.644 -0.119  C21 1.471, H44 1.021
6 N -2.942 4.017 -4.958  C11 1.340, C12 1.385, C23 1.456
7 N -1.163 3.133 -4.087  C11 1.343, C17 1.387, C25 1.466
8 C -3.102 -1.053 2.997  C13 1.643, C24 1.667, H49 1.184, H55 1.192
9 C 3.196 -2.294 1.650  C14 1.673, C18 1.664, C26 1.640, H46 1.193
10 C 0.123 -0.217 3.804  O4 1.348, C16 1.673, C20 1.673
11 C -2.460 3.404 -3.868  N6 1.340, N7 1.343, H59 1.085
12 C -1.935 4.139 -5.900  N6 1.385, C17 1.367, H30 1.077
13 C -3.550 -2.001 1.731  C8 1.643, C15 1.670, H34 1.171, H48 1.192
14 C 2.738 -2.888 0.155  C9 1.673, H33 1.181, H42 1.194, H57 1.191
15 C -5.135 -2.515 1.844  O2 1.487, O3 1.345, C13 1.670
16 C 1.303 -1.358 3.484  C10 1.673, C26 1.506, H54 1.193
17 C -0.813 3.584 -5.351  N7 1.387, C12 1.367, H47 1.077
18 C 4.715 -1.621 1.568  C9 1.664, C22 1.673, H38 1.190, H40 1.194
19 C -0.210 3.112 -1.801  C25 1.517, H31 1.094, H39 1.094, H53 1.094
20 C -0.821 0.174 2.480  C10 1.673, C21 1.517, C24 1.640
21 C -0.059 0.311 1.175  O5 1.471, C20 1.517, C28 1.672
22 C 5.865 -2.833 1.492  C18 1.673, C27 1.673, H29 1.193, H58 1.192
23 C -4.319 4.469 -5.099  N6 1.456, H36 1.093, H41 1.093, H45 1.093
24 C -2.444 0.406 2.532  C8 1.667, C20 1.640, H37 1.191, H50 1.193
25 C -0.283 2.425 -3.152  N7 1.466, C19 1.517, H35 1.095, H51 1.096
26 C 2.042 -1.255 2.176  C9 1.640, C16 1.506, C28 1.672
27 C 6.301 -3.347 3.023  C22 1.673, H32 1.172, H52 1.184, H56 1.182
28 C 1.587 0.014 1.187  O1 1.351, C21 1.672, C26 1.672
29 H 5.435 -3.810 0.961  C22 1.193
30 H -2.150 4.603 -6.848  C12 1.077
31 H -1.196 3.163 -1.328  C19 1.094
32 H 6.478 -2.461 3.769  C27 1.172
33 H 2.316 -2.042 -0.554  C14 1.181
34 H -3.366 -1.521 0.679  C13 1.171
35 H 0.719 2.361 -3.588  C25 1.095
36 H -4.988 3.616 -4.955  C23 1.093
37 H -2.783 1.261 3.288  C24 1.191
38 H 4.853 -0.941 0.601  C18 1.190
39 H 0.164 4.135 -1.904  C19 1.094
40 H 4.944 -0.952 2.530  C18 1.194
41 H -4.480 4.893 -6.094  C23 1.093
42 H 1.848 -3.676 0.262  C14 1.194
43 H -4.821 -4.416 1.108  O2 1.022
44 H -0.169 0.076 -0.801  O5 1.021
45 H -4.521 5.230 -4.341  C23 1.093
46 H 3.287 -3.180 2.445  C9 1.193
47 H 0.195 3.443 -5.703  C17 1.077
48 H -2.900 -3.000 1.757  C13 1.192
49 H -2.326 -1.667 3.646  C8 1.184
50 H -2.865 0.645 1.442  C24 1.193
51 H -0.669 1.406 -3.043  C25 1.096
52 H 7.338 -3.901 2.884  C27 1.184
53 H 0.459 2.564 -1.130  C19 1.094
54 H 1.540 -2.249 4.242  C16 1.193
55 H -3.998 -0.801 3.742  C8 1.192
56 H 5.441 -4.086 3.356  C27 1.182
57 H 3.666 -3.353 -0.428  C14 1.191
58 H 6.808 -2.443 0.877  C22 1.192
59 H -3.021 3.166 -2.971  C11 1.085

- HOMO-LUMO gap (eV) = 7.9
- charge = +1

Here are the natural (NBO) charges for atoms 1 to 6, given in e: -0.54, -0.70, -0.56, -0.49, -0.71, -0.28